1.
DFT (wB97M-V/def2-TZVPD) results for C3H3N3O2 in the gas phase.

Structure (XYZ):
```
11
C3H3N3O2 (wB97M-V/def2-TZVPD)
N 0.41666 -1.28623 -0.28679
H -1.32747 1.64092 0.23941
H -0.19072 -2.07706 0.23561
N 1.67883 -1.45523 0.02942
C 1.50606 0.67948 -0.06084
O -2.29492 -0.12454 -0.15338
H -3.00293 0.49963 0.22268
O 1.78120 1.89334 -0.15569
C 0.14499 0.05755 -0.12001
N 2.40564 -0.43090 -0.00221
C -1.11735 0.60304 0.05179
```

Energy above the lowest of the compared OMol25 structures with the same formula, charge and spin   395.8 kJ/mol
Lowest unoccupied orbital energy   -0.838 eV
Charge   0
SMILES   O=C1N=NN/C1=C\O

---

2.
DFT (wB97M-V/def2-TZVPD) results for C3H3N3O2 in the gas phase.

Structure (XYZ):
```
11
C3H3N3O2 (wB97M-V/def2-TZVPD)
H -2.46203 1.11181 -0.17054
H 2.75278 0.81411 0.22093
O -2.89329 0.30874 0.18839
O 0.14197 -1.36432 -0.15032
C -0.79729 -0.40327 -0.09567
N 0.75082 1.37550 -0.07780
N -1.92757 -0.73486 -0.02590
N -0.50262 0.96517 -0.26307
C 1.28027 -0.85456 0.03747
C 1.62729 0.41275 0.20625
H 2.02967 -1.63107 0.13025
```

Energy above the lowest of the compared OMol25 structures with the same formula, charge and spin   637.7 kJ/mol
Lowest unoccupied orbital energy   -1.249 eV
Charge   0
SMILES   O/N=c1\nncco1

---

3.
DFT (wB97M-V/def2-TZVPD) results for C3H3N3O2 in the gas phase.

Structure (XYZ):
```
11
C3H3N3O2 (wB97M-V/def2-TZVPD)
H 1.73027 1.50442 0.09627
N 0.31968 -1.49123 0.27440
O 2.63665 -0.31609 -0.31689
O -1.77579 -0.52081 -0.04555
H -0.58101 2.39710 0.17064
C -0.95181 -1.63358 -0.11439
H -1.51164 -2.62664 -0.65123
N 0.41785 -0.06767 0.50936
C -0.74205 0.56651 0.15587
N -1.22978 1.69498 -0.20336
C 1.68763 0.49302 0.12490
```

Energy above the lowest of the compared OMol25 structures with the same formula, charge and spin   438.6 kJ/mol
Lowest unoccupied orbital energy   -0.159 eV
Charge   0
SMILES   [H]/N=c1/ocnn1C=O

---

4.
DFT (wB97M-V/def2-TZVPD) results for a molecular structure, C3H3N3O2.

Structure (XYZ):
```
11
C3H3N3O2 (wB97M-V/def2-TZVPD)
C -0.46699 -0.58546 0.11517
H 1.11388 2.62293 -0.93330
C 0.55440 -0.90979 0.96080
N 1.51888 -0.04314 0.70219
N -1.54052 -1.46167 -0.04095
H 2.19250 0.68561 1.50071
N 1.61144 1.94414 -0.45611
O -0.16217 0.46742 -0.69846
O -2.51407 -0.56771 -0.46353
C 0.95331 0.87270 -0.12112
H 0.73064 -1.84618 1.56353
```

Energy above the lowest of the compared OMol25 structures with the same formula, charge and spin   677.5 kJ/mol
Lowest unoccupied orbital energy   -1.622 eV
Charge   0

---

Per-record Kohn-Sham gap, eV: 8.49 8.11 9.74 7.22
Per-record electronic energy, Eh: -430.77022 -430.67809 -430.75392 -430.66293